No. 1
Density functional theory data (ωB97M-V/def2-TZVPD) for a molecular structure, C44H53N6O2PRhSi2.

Each line ends with the Löwdin charge.
Positions of all 109 atoms, in Å:
Rh (-0.60097, 0.35068, 0.50978)  1.055
C (3.68338, 0.84872, 0.87091)  -0.161
Si (2.23653, 1.73778, 1.60832)  0.459
C (2.80612, 2.45729, 3.23743)  -0.163
C (1.62182, 3.22313, 0.68412)  -0.174
C (0.86149, 0.49231, 2.10710)  -0.348
C (-0.12129, 1.32417, 2.81959)  -0.436
C (-0.24154, 1.58829, 4.18441)  -0.043
C (-1.22964, 2.47252, 4.56988)  -0.039
C (-2.09815, 3.01688, 3.61124)  -0.041
C (-1.94190, 2.67273, 2.28697)  -0.091
N (-0.93825, 1.86589, 1.91048)  -0.019
Si (1.48023, -1.12521, 2.82234)  0.431
C (2.21011, -2.14730, 1.45163)  -0.179
C (0.11302, -2.07489, 3.65765)  -0.169
C (2.78400, -0.86497, 4.12210)  -0.173
H (4.42154, 1.56069, 0.48026)  0.046
H (3.36375, 0.20488, 0.05217)  0.004
H (4.18407, 0.23838, 1.63311)  0.032
H (3.64105, 3.14434, 3.04718)  0.049
H (3.15489, 1.70092, 3.94985)  0.016
H (2.00911, 3.03602, 3.71786)  0.033
H (2.48429, 3.75478, 0.26830)  0.037
H (1.12364, 3.90738, 1.38237)  0.041
H (0.93853, 2.96964, -0.12267)  -0.011
H (0.43766, 1.12813, 4.89359)  0.122
H (-1.34483, 2.73755, 5.61391)  0.118
H (-2.88295, 3.70721, 3.89470)  0.111
H (-2.58439, 3.04932, 1.50177)  0.113
H (1.81518, -1.81405, 0.48943)  -0.006
H (1.99527, -3.21496, 1.58634)  0.049
H (3.29825, -2.02856, 1.42879)  0.045
H (-0.69805, -2.34198, 2.97642)  0.009
H (-0.32287, -1.51917, 4.49684)  0.036
H (0.53726, -3.00258, 4.05962)  0.050
H (3.60678, -0.24809, 3.75614)  0.015
H (3.19686, -1.84220, 4.40092)  0.047
H (2.39109, -0.39712, 5.03365)  0.039
C (-4.83565, 1.69828, -1.08208)  0.027
C (-3.46194, 1.10520, -1.22396)  -0.516
O (-2.51557, 1.47781, -0.52341)  -0.034
N (-3.30545, 0.11883, -2.12982)  0.096
C (-1.99105, -0.45076, -2.41983)  -0.109
C (-1.67149, -1.69989, -1.63966)  -0.262
C (-2.08709, -2.94298, -2.09221)  -0.004
C (-1.77041, -4.07883, -1.37118)  -0.029
C (-1.02587, -3.94372, -0.21362)  -0.019
C (-0.64901, -2.67650, 0.18023)  -0.125
N (-0.96975, -1.57294, -0.50413)  0.027
H (-4.76446, 2.63385, -0.53518)  0.089
H (-5.47088, 1.01109, -0.51710)  0.094
H (-5.29892, 1.87633, -2.05283)  0.091
H (-4.10606, -0.17903, -2.66037)  0.151
H (-1.24408, 0.29230, -2.18272)  0.068
H (-1.93844, -0.65710, -3.48559)  0.126
H (-2.64063, -3.01101, -3.02240)  0.128
H (-2.08327, -5.05666, -1.71783)  0.121
H (-0.73652, -4.80083, 0.38115)  0.120
H (-0.07214, -2.52645, 1.07579)  0.047
N (-5.37129, -3.30302, 4.96217)  0.186
C (-5.56502, -2.91687, 3.67876)  -0.490
O (-6.53071, -3.23457, 3.01886)  0.080
C (-4.49058, -2.04249, 3.06109)  -0.114
C (-3.62106, -1.24059, 3.76971)  0.016
C (-2.67237, -0.49501, 3.07935)  -0.114
N (-2.54628, -0.50348, 1.75189)  0.059
C (-3.44038, -1.24606, 1.08017)  -0.106
C (-4.40946, -2.01940, 1.68140)  0.027
H (-6.06803, -3.89221, 5.38595)  0.121
H (-4.52427, -3.11567, 5.46430)  0.097
H (-3.66425, -1.15306, 4.84956)  0.122
H (-1.98849, 0.12653, 3.63523)  0.082
H (-3.39338, -1.20298, 0.00424)  0.087
H (-5.10806, -2.59870, 1.09081)  0.129
N (0.84614, 0.56940, -0.79789)  -0.331
P (1.44791, 0.53450, -2.18272)  0.717
C (3.20352, 1.01560, -2.31725)  -0.288
C (4.24285, 0.17904, -2.71638)  -0.071
C (5.54862, 0.66076, -2.79611)  -0.068
C (5.81986, 1.98729, -2.50290)  -0.075
C (4.78204, 2.84128, -2.13958)  -0.071
C (3.48753, 2.35698, -2.05086)  -0.103
C (0.75774, 1.72519, -3.39054)  -0.298
C (-0.09903, 2.71120, -2.91461)  -0.097
C (-0.57656, 3.70717, -3.76249)  -0.072
C (-0.19353, 3.72307, -5.09622)  -0.079
C (0.68013, 2.75266, -5.57964)  -0.069
C (1.16177, 1.76606, -4.72858)  -0.086
C (1.38000, -1.09878, -3.00449)  -0.270
C (2.05909, -2.16554, -2.40529)  -0.106
C (1.96764, -3.45182, -2.91827)  -0.069
C (1.18837, -3.69798, -4.04300)  -0.082
C (0.50147, -2.65428, -4.64445)  -0.078
C (0.59575, -1.36396, -4.12694)  -0.104
H (4.04989, -0.85231, -2.97681)  0.090
H (6.35011, -0.00352, -3.09615)  0.107
H (6.83395, 2.36370, -2.57737)  0.107
H (4.98518, 3.88604, -1.93361)  0.110
H (2.67995, 3.02548, -1.78283)  0.091
H (-0.38288, 2.69766, -1.86583)  0.079
H (-1.23628, 4.47734, -3.37807)  0.105
H (-0.56311, 4.49848, -5.75848)  0.106
H (0.99607, 2.77666, -6.61624)  0.107
H (1.86910, 1.03277, -5.10453)  0.115
H (2.66019, -1.98984, -1.52114)  0.094
H (2.51244, -4.26156, -2.44616)  0.109
H (1.12219, -4.70053, -4.45064)  0.107
H (-0.10353, -2.84008, -5.52585)  0.108
H (0.06656, -0.55613, -4.61935)  0.092

Results
HOMO level	-9.7	eV
net charge	+1
frontier orbital gap	0.266	Ha

***

No. 2
Density functional theory data (ωB97M-V/def2-TZVPD) for a molecular structure, C44H53N6O7S2SeTl.

Each line ends with the Löwdin charge.
Positions of all 114 atoms, in Å:
Tl (-0.01774, -0.25664, 0.32436)  1.004
C (2.49017, -7.02443, 3.32848)  -0.078
C (2.06145, -6.05250, 4.42733)  -0.566
C (3.20531, -5.95960, 5.45035)  -0.059
C (0.82114, -6.63382, 5.12088)  -0.059
C (1.75054, -4.66384, 3.87098)  -0.199
C (1.89265, -4.32476, 2.53492)  -0.086
C (1.62664, -3.03609, 2.08440)  -0.405
Se (1.80192, -2.66422, 0.22081)  1.134
C (3.38714, -1.58760, 0.27990)  -0.383
C (4.60641, -2.24133, 0.43650)  -0.078
C (5.79828, -1.54248, 0.53774)  -0.197
C (5.70679, -0.14380, 0.48753)  -0.002
C (4.52058, 0.54856, 0.33765)  -0.080
C (3.28696, -0.17878, 0.17864)  -0.383
O (2.19170, 0.45792, -0.03122)  -0.222
C (4.46667, 2.08173, 0.35774)  -0.528
C (3.55433, 2.53871, 1.50914)  -0.040
C (3.91672, 2.61894, -0.97462)  -0.044
C (5.84138, 2.71508, 0.57959)  -0.087
C (7.15916, -2.21203, 0.71923)  -0.566
C (8.10934, -1.78800, -0.41075)  -0.062
C (7.77170, -1.79592, 2.06557)  -0.058
C (7.05185, -3.73646, 0.69796)  -0.078
C (1.19675, -1.99114, 2.94449)  -0.403
O (0.97188, -0.79157, 2.52956)  -0.223
C (1.03454, -2.35292, 4.32870)  -0.086
C (1.31977, -3.64563, 4.73262)  0.000
C (0.54446, -1.28730, 5.31318)  -0.535
C (0.40703, -1.81722, 6.74159)  -0.085
C (-0.83837, -0.78013, 4.87398)  -0.043
C (1.53865, -0.11540, 5.34694)  -0.052
H (2.70574, -8.00302, 3.76770)  0.076
H (1.70363, -7.15286, 2.58107)  0.086
H (3.39116, -6.67634, 2.81792)  0.082
H (3.45891, -6.95171, 5.84211)  0.074
H (4.09522, -5.53055, 4.98364)  0.086
H (2.92947, -5.32049, 6.29203)  0.073
H (1.03298, -7.63315, 5.51817)  0.074
H (0.49717, -6.00152, 5.95025)  0.072
H (-0.00889, -6.70943, 4.41458)  0.088
H (2.21327, -5.05716, 1.80457)  0.083
H (4.58783, -3.32273, 0.49412)  0.087
H (6.62313, 0.42552, 0.59290)  0.086
H (2.55706, 2.11528, 1.39867)  0.057
H (3.96205, 2.20731, 2.46862)  0.090
H (3.48246, 3.63391, 1.52351)  0.078
H (2.92841, 2.20341, -1.17214)  0.065
H (3.85374, 3.71369, -0.93828)  0.074
H (4.58116, 2.34105, -1.79895)  0.084
H (6.28566, 2.39620, 1.52664)  0.079
H (6.53696, 2.47166, -0.22899)  0.078
H (5.73016, 3.80335, 0.60902)  0.075
H (8.26163, -0.70681, -0.41672)  0.071
H (9.08724, -2.26961, -0.29523)  0.073
H (7.69381, -2.07176, -1.38085)  0.087
H (7.90948, -0.71330, 2.11538)  0.073
H (7.11117, -2.08592, 2.88605)  0.088
H (8.74732, -2.27305, 2.21600)  0.074
H (6.61573, -4.08984, -0.23943)  0.085
H (8.04849, -4.17689, 0.80036)  0.076
H (6.43366, -4.10453, 1.52029)  0.083
H (1.20024, -3.89326, 5.78093)  0.086
H (-0.32035, -2.63121, 6.80442)  0.081
H (1.36321, -2.17424, 7.13512)  0.078
H (0.05926, -1.00651, 7.38880)  0.077
H (-1.56770, -1.59453, 4.89448)  0.089
H (-1.18706, 0.00870, 5.55046)  0.079
H (-0.79612, -0.38480, 3.85953)  0.066
H (2.50777, -0.45113, 5.72817)  0.084
H (1.68546, 0.28831, 4.34551)  0.064
H (1.16466, 0.67440, 6.00941)  0.076
N (-0.20041, 4.24152, 1.39898)  0.110
C (-0.15334, 3.93522, 2.74392)  -0.080
C (0.00927, 2.58500, 2.80566)  -0.091
N (0.05580, 2.06940, 1.53661)  0.086
C (-0.07738, 3.07472, 0.71448)  -0.267
C (-0.06927, 2.91723, -0.73605)  -0.272
N (0.09149, 1.76282, -1.32180)  0.088
C (0.06320, 1.99433, -2.67065)  -0.084
C (-0.12106, 3.32466, -2.90139)  -0.079
N (-0.20032, 3.91068, -1.65413)  0.109
H (-0.35312, 5.15550, 1.01480)  0.143
H (-0.23606, 4.68954, 3.50635)  0.101
H (0.10068, 1.94370, 3.66765)  0.098
H (0.19198, 1.18192, -3.36758)  0.099
H (-0.20302, 3.89958, -3.80714)  0.100
H (-0.37423, 4.88247, -1.47734)  0.142
S (-3.16190, -3.55569, -1.99199)  0.626
C (-2.35757, -2.37363, -1.12019)  -0.737
N (-1.27937, -1.67114, -1.42765)  0.012
O (-6.96124, 0.51731, -0.89948)  -0.352
S (-6.07569, 0.51469, 0.24404)  0.586
O (-6.69163, 0.83799, 1.51423)  -0.354
N (-4.74917, 1.37207, -0.01784)  -0.072
C (-3.65536, 0.59216, -0.01317)  -0.520
O (-2.49175, 1.01993, -0.11389)  -0.058
C (-3.95200, -0.87375, 0.18568)  -0.077
C (-2.96722, -1.99281, 0.29354)  -0.273
C (-3.56927, -3.18834, 0.95705)  -0.089
C (-4.89818, -3.30682, 1.20234)  -0.111
C (-5.81052, -2.26967, 0.88227)  -0.035
C (-5.27624, -1.06905, 0.40729)  -0.229
H (-2.09161, -1.64616, 0.87214)  0.087
H (-2.89360, -3.99597, 1.21078)  0.108
H (-5.27599, -4.21838, 1.65209)  0.095
H (-6.87324, -2.38038, 1.04975)  0.104
C (-0.77545, -1.70580, -4.96250)  -0.073
O (-1.43491, -1.82981, -3.71303)  -0.085
C (-0.66084, -1.57757, -2.63498)  -0.621
O (0.50168, -1.22524, -2.76505)  0.024
H (-1.49937, -2.02788, -5.70812)  0.086
H (0.11557, -2.33088, -5.00465)  0.090
H (-0.47707, -0.67392, -5.15543)  0.080

Results
HOMO level (spin up / spin down)	-2.2 / -1.7	eV
ΔE to the lowest compared entry with this formula, charge and spin	1.548	eV
net charge	-2
frontier orbital gap (spin up / spin down)	0.210 / 0.193	Ha

***

Question: The highest net charge belongs to which entry?
Answer: C44H53N6O2PRhSi2

***

Question: Which of these has the lowest net charge?
Answer: C44H53N6O7S2SeTl

***

Question: What is the formula in the first record?
Answer: C44H53N6O2PRhSi2

***

Question: What is the formula in the first record?
Answer: C44H53N6O2PRhSi2